# 1
The following is a quantum chemistry calculation of H2N2O3 in the gas phase in a non-equilibrium geometry, from OMol25.

Results
* SMILES: NO[N+](=O)[O-]
* HOMO-LUMO gap: 0.3271 Eh
* net charge: 0

```
7
Properties=species:S:1:pos:R:3:nbo_charge:R:1
N -1.126 -0.448 0.186 -0.420
O 0.436 -0.401 -0.344 -0.158
N 1.034 0.528 -0.060 0.713
O 2.231 0.626 -0.134 -0.386
O 0.477 1.509 0.489 -0.472
H -1.224 -1.496 0.378 0.361
H -1.827 -0.318 -0.516 0.363
```

# 2
The following is a quantum chemistry calculation of a molecular structure, H2N2O3S in a non-equilibrium geometry, from OMol25.

Results
* HOMO-LUMO gap: 0.3118 Eh
* net charge: 0

```
8
Properties=species:S:1:pos:R:3:nbo_charge:R:1
N -1.316 -0.343 0.138 -1.070
N 1.481 0.566 0.199 0.340
O 0.483 1.255 -1.044 -0.699
O 2.207 1.287 0.760 -0.144
O 0.441 -1.750 -0.224 -0.884
S -0.006 -0.601 -0.912 1.642
H -1.598 -1.028 0.813 0.411
H -1.692 0.614 0.271 0.404
```

It is found that the HOMO values, taken in the order of the records, are -10.0; -9.7 eV.